Record 1
# C8H16N4OS

C8H16N4OS as an isolated structure (the ωB97M-V functional and the def2-TZVPD basis, OMol25).

Summary:
total charge: 0
orbital gap (alpha / beta): 7.28 / 6.13 eV
HOMO energy (alpha / beta): -0.2869 / -0.2662 Eh

The geometry in XYZ format:
```
30
Properties=species:S:1:pos:R:3:forces:R:3
C -0.47066 1.88034 -0.55152 0.3 -0.3 -0.3
C -0.90920 -0.49060 -0.99190 0.2 -0.1 0.1
C 0.15299 0.59818 -1.03565 -0.2 -0.2 0.1
C 2.44707 1.52162 -0.59592 -0.2 -0.2 0.0
C 2.15061 -0.93026 -0.91391 -0.1 0.1 0.0
C 1.32049 0.16747 1.17223 0.0 -0.1 -0.1
C -4.55552 -0.15069 0.93907 0.2 0.2 -0.4
C 1.51125 0.33368 -0.33532 0.1 0.0 0.0
N -1.56980 2.01670 0.04875 0.0 1.3 -0.5
N -0.77363 -1.45870 -0.12156 0.2 -0.1 0.3
N -2.42962 1.15319 0.47838 0.1 -0.9 1.3
N -1.73665 -2.39974 -0.14211 -0.4 0.2 -0.4
O -1.93267 -0.36396 -1.74566 0.3 -0.4 -0.8
S -3.52783 0.50103 -0.43918 -1.0 0.1 0.4
H 0.06430 2.80128 -0.74016 0.0 0.1 0.0
H 0.35605 0.77051 -2.10091 0.0 0.0 0.0
H 2.49509 1.75956 -1.65764 0.0 0.1 -0.1
H 3.45332 1.27427 -0.26468 0.1 0.0 0.1
H 2.12551 2.40492 -0.04916 0.0 0.1 0.0
H 1.49776 -1.78346 -0.76074 0.0 -0.1 0.0
H 2.33805 -0.82405 -1.98136 0.0 0.0 -0.1
H 3.10065 -1.12297 -0.42079 0.1 0.0 0.1
H 0.84018 -0.78404 1.37553 0.0 0.0 0.1
H 0.69592 0.96357 1.57458 0.0 0.1 0.1
H 2.28311 0.19839 1.67812 0.1 0.0 0.1
H -4.86248 -1.16521 0.70652 0.0 -0.1 -0.1
H -5.43124 0.48424 1.03826 -0.1 0.0 0.0
H -3.95878 -0.11890 1.84377 0.1 0.0 0.0
H -1.86209 -2.88627 0.73099 0.1 0.1 -0.1
H -2.57246 -2.16098 -0.67340 0.1 -0.1 0.1
```
Positions in Å, forces in eV/Å.

***

Record 2
# C8H16NO2

C8H16NO2 as an isolated structure (the ωB97M-V functional and the def2-TZVPD basis, OMol25).

Summary:
total charge: +1
orbital gap: 8.56 eV
HOMO energy: -0.4917 Eh

The geometry in XYZ format:
```
27
Properties=species:S:1:pos:R:3:forces:R:3
C 0.24305 -0.51592 0.35760 3.8 2.2 -1.1
C -3.07590 0.10307 0.29189 -0.4 -3.4 1.7
C -2.51033 -0.55814 -0.92934 3.0 0.9 0.9
C -1.91539 0.80004 1.05927 -0.1 -2.7 1.6
C -1.44645 0.50744 -1.20675 1.9 -0.9 -2.0
C -0.69147 0.59411 0.16386 -0.2 0.4 -0.9
C 2.67319 -1.65252 -0.21510 2.4 1.4 0.3
C 3.18488 1.27893 0.11515 -2.1 -0.1 2.2
N 1.86557 -0.55943 -0.69886 -4.0 -0.2 0.9
O 0.24888 -1.39108 1.25174 -0.1 -0.6 0.0
O 2.46471 0.65526 -0.89033 -2.3 -1.7 -1.1
H -3.64201 0.85612 -0.06816 -2.3 2.4 -1.0
H -3.79682 -0.61604 0.79280 1.1 1.1 0.2
H -1.89967 -1.46985 -0.72086 -1.0 0.1 -0.2
H -3.15759 -0.67581 -1.73927 -1.2 -0.5 -1.1
H -2.14154 1.84227 1.06442 0.1 0.7 0.6
H -1.80908 0.37015 2.11295 -0.1 0.9 -1.2
H -0.75946 0.28811 -2.10224 -0.9 0.5 1.4
H -1.85454 1.51608 -1.26272 -0.2 -0.1 -0.6
H -0.12388 1.52482 0.03741 0.6 -0.4 0.3
H 3.00945 -2.12853 -1.13261 0.8 0.2 0.0
H 2.24079 -2.45821 0.29983 -1.5 -0.6 0.8
H 3.48742 -1.27539 0.47136 -0.5 -0.6 -1.0
H 4.09924 0.80822 0.20555 2.2 -0.5 0.5
H 2.62633 1.28037 1.09723 0.5 -0.2 -0.8
H 3.18410 2.26923 -0.23171 0.7 1.4 -0.2
H -0.50349 -1.39329 1.87691 -0.3 0.1 -0.1
```
Positions in Å, forces in eV/Å.

***

Record 3
# C8H16O2

A 2-piece molecular cluster, C8H16O2 overall (the ωB97M-V functional and the def2-TZVPD basis, OMol25).

Summary:
total charge: 0
SMILES: C1CCOC1.C1CCOC1
orbital gap: 10.34 eV
HOMO energy: -0.3459 Eh

The geometry in XYZ format:
```
26
Properties=species:S:1:pos:R:3:forces:R:3
C 1.92996 -0.96747 0.23260 0.5 -0.1 -1.1
C 2.06697 0.44211 -0.37502 -0.3 1.0 1.3
C 1.20216 0.36381 -1.61583 0.1 0.5 -0.9
O 1.23249 -0.99923 -1.98280 -2.0 0.8 -1.8
C 1.95461 -1.76569 -1.13094 0.7 -1.6 1.6
H 0.91041 -1.02582 0.65990 0.6 -0.3 -0.2
H 2.64847 -1.19085 1.04457 -0.2 -0.1 -0.8
H 3.08647 0.77869 -0.64482 -0.4 -0.5 0.3
H 1.66806 1.14778 0.37887 0.2 0.1 -0.5
H 1.62304 0.92837 -2.46997 -0.1 0.0 0.5
H 0.14847 0.67915 -1.49039 0.9 -0.2 -0.1
H 1.44143 -2.74567 -1.08943 0.4 0.3 0.3
H 2.92870 -1.91693 -1.63464 0.2 -0.1 1.0
C -1.67067 -0.18200 -0.13987 1.4 -1.2 0.0
C -2.01776 -0.45134 1.32042 0.0 0.4 2.2
C -1.76508 0.96139 1.98625 -1.8 -1.1 0.5
O -2.29137 1.75895 0.98391 0.1 1.5 -0.7
C -1.63709 1.33302 -0.20904 -0.9 1.7 0.0
H -2.32047 -0.69813 -0.87253 0.3 0.5 0.4
H -0.64010 -0.56199 -0.27767 -0.9 0.0 -0.3
H -1.41559 -1.18732 1.88712 -0.2 -0.1 -0.8
H -3.08558 -0.69482 1.48142 0.6 0.1 -0.2
H -0.72555 1.17665 2.30011 -0.1 -0.1 -0.6
H -2.42880 1.18631 2.84318 0.5 -0.6 -0.1
H -2.19283 1.80089 -1.04432 0.3 -0.4 0.3
H -0.65034 1.83015 -0.14106 0.0 -0.7 -0.4
```
Positions in Å, forces in eV/Å.

***

Record 4
# C8H16O3S

A single C8H16O3S molecule (the ωB97M-V functional and the def2-TZVPD basis, OMol25).

Summary:
total charge: 0
SMILES: C[C@@H]1C[C@@]1(O)C(C)(C)S(C)(=O)=O
orbital gap: 10.15 eV
HOMO energy: -0.3491 Eh

The geometry in XYZ format:
```
28
Properties=species:S:1:pos:R:3:forces:R:3
C -0.75504 0.74578 3.18539 -1.4 -2.8 1.8
C -0.27923 0.98831 1.78281 0.0 1.2 0.3
C -1.10933 1.89951 0.83753 0.4 0.5 -0.6
C -0.91606 0.38362 0.58618 0.3 0.3 0.2
O -2.03896 -0.43536 0.77233 -0.4 0.3 0.1
C -0.04954 -0.06607 -0.63634 -0.1 0.4 1.0
C 0.91684 1.07096 -1.22936 -0.2 -1.4 -0.3
C -0.97586 -0.69027 -1.58854 -2.6 -0.2 -4.1
S 0.95766 -1.50208 -0.07128 4.4 1.4 -0.6
C 1.87716 -2.42286 -1.46003 -1.5 -0.6 -1.0
O 2.10008 -0.91642 0.61379 -0.2 0.2 0.1
O 0.23965 -2.46359 0.66682 -2.0 -1.3 0.6
H -1.87468 0.62502 3.25540 1.0 0.4 -0.2
H -0.47127 1.55553 3.84574 0.1 0.2 0.0
H -0.40596 -0.27040 3.77133 -0.3 2.3 -1.9
H 0.77701 1.19778 1.82906 0.3 -0.3 -0.7
H -2.06789 2.31922 1.17555 0.2 -0.9 0.0
H -0.65633 2.68905 0.14178 -0.3 -1.6 1.2
H -2.00068 -1.02764 1.54171 0.6 0.4 -0.3
H 1.96500 0.66068 -1.14743 -1.1 0.7 -0.5
H 0.85744 1.97378 -0.62709 0.2 -0.3 0.1
H 0.60816 1.38358 -2.27637 0.5 -0.8 1.2
H -0.43016 -1.09330 -2.44628 0.3 -0.4 0.2
H -1.79607 -1.43502 -1.35493 1.6 0.7 0.7
H -1.57302 0.05606 -2.17013 0.3 0.1 0.8
H 2.10423 -3.35871 -0.90680 -0.3 0.5 -0.3
H 1.20930 -2.71199 -2.39887 1.6 0.8 2.0
H 2.86730 -1.95026 -1.69189 -1.3 0.0 0.1
```
Positions in Å, forces in eV/Å.

***

Record 5
# C8H16O4

A 2-piece molecular cluster, C8H16O4 overall (the ωB97M-V functional and the def2-TZVPD basis, OMol25).

Summary:
total charge: 0
SMILES: C1COCOC1.C1COCOC1
orbital gap: 10.96 eV
HOMO energy: -0.3662 Eh

The geometry in XYZ format:
```
28
Properties=species:S:1:pos:R:3:forces:R:3
C 0.01607 -1.92240 -0.37288 0.5 0.1 -0.1
C -0.60317 -1.81124 1.01237 0.4 -0.1 0.6
O -1.52152 -0.71849 1.05581 -0.2 -0.2 -0.2
C -2.50842 -0.88558 0.07221 -0.7 0.4 0.2
O -1.99478 -0.88794 -1.23375 0.0 -0.1 0.2
C -1.10228 -1.98994 -1.40219 0.1 -0.2 -0.6
H 0.64878 -1.03553 -0.56930 -0.3 -0.5 0.1
H 0.66246 -2.81857 -0.44017 -0.3 0.3 0.0
H 0.15138 -1.62038 1.79957 -0.4 0.0 -0.5
H -1.13327 -2.74715 1.27411 0.0 0.2 -0.1
H -3.07294 -1.81952 0.25802 0.2 0.0 -0.1
H -3.21861 -0.04061 0.15647 0.5 -0.3 -0.1
H -1.66507 -2.93757 -1.29861 0.1 0.2 0.0
H -0.72528 -1.93428 -2.44152 -0.2 0.0 0.6
C 0.01113 1.95514 -0.15233 -0.5 -0.1 -0.2
C 0.48899 1.68531 1.26667 -0.5 0.1 0.5
O 1.40135 0.58678 1.27930 0.2 0.3 -0.2
C 2.48124 0.85391 0.42383 0.7 -0.5 0.2
O 2.10082 1.00590 -0.91839 -0.1 0.1 0.3
C 1.22665 2.12732 -1.05100 -0.1 0.2 -0.5
H -0.59635 1.10102 -0.50857 0.3 0.4 0.2
H -0.62773 2.85866 -0.18335 0.3 -0.3 0.0
H -0.34000 1.41445 1.94847 0.4 0.1 -0.5
H 0.98769 2.58177 1.68272 0.0 -0.2 -0.1
H 3.02179 1.75656 0.76801 -0.2 0.0 -0.1
H 3.18175 -0.00117 0.48371 -0.5 0.3 -0.1
H 1.77367 3.05273 -0.78677 -0.1 -0.2 0.0
H 0.95567 2.19083 -2.12244 0.1 -0.1 0.6
```
Positions in Å, forces in eV/Å.

***

Record 6
# C8H16O4

A 2-piece molecular cluster, C8H16O4 overall (the ωB97M-V functional and the def2-TZVPD basis, OMol25).

Summary:
total charge: 0
SMILES: C1COCCO1.C1COCCO1
orbital gap: 10.17 eV
HOMO energy: -0.3362 Eh

The geometry in XYZ format:
```
28
Properties=species:S:1:pos:R:3:forces:R:3
C -2.73092 -0.04474 3.12136 2.5 -0.5 1.2
C -2.79796 -1.37503 3.89533 0.0 1.2 -1.0
O -3.73055 -2.13797 3.13885 -0.7 -0.6 0.0
C -5.05145 -1.53917 3.19508 0.2 0.6 0.4
C -5.00648 -0.06011 2.64536 0.5 -1.1 -0.6
O -3.90674 0.63233 3.17298 -1.5 1.4 0.7
H -2.38217 -0.21101 2.08397 -0.2 -0.2 0.2
H -1.97994 0.58876 3.63143 -0.2 0.0 -0.4
H -3.12799 -1.19743 4.93695 -0.1 -0.1 -0.4
H -1.78373 -1.81693 3.93434 -0.8 -0.3 -0.3
H -5.77589 -2.12235 2.59463 0.7 0.1 0.2
H -5.33773 -1.64069 4.25959 -0.3 0.6 -0.4
H -4.79383 -0.13690 1.56169 -0.4 -0.2 0.1
H -5.89084 0.59410 2.76928 0.3 -0.8 0.3
C 4.21555 -0.47999 -2.56735 -0.2 0.5 0.3
C 4.53742 0.95016 -1.96013 1.5 -0.8 -1.5
O 3.70361 1.96063 -2.45153 -1.2 0.5 -0.6
C 3.66748 1.92754 -3.90658 -1.9 -0.2 1.0
C 3.00763 0.58048 -4.32350 1.7 1.0 -1.1
O 3.93171 -0.43256 -3.97483 0.0 -0.4 0.6
H 3.36296 -0.95171 -2.04196 0.2 0.3 -0.1
H 5.08479 -1.15932 -2.47583 -0.4 0.5 0.1
H 5.50561 1.28394 -2.38043 0.4 -0.8 0.5
H 4.63141 0.95025 -0.85712 -0.5 0.1 -0.6
H 3.00468 2.74032 -4.26089 0.4 -0.1 0.5
H 4.67445 2.10546 -4.33060 -0.4 -0.6 0.1
H 1.97737 0.36482 -3.98071 0.5 0.5 0.3
H 2.99152 0.62722 -5.42940 -0.1 -0.4 0.4
```
Positions in Å, forces in eV/Å.

***

Record 7
# C8H17B3F3O20PS4

C8H17B3F3O20PS4 as an isolated structure (the ωB97M-V functional and the def2-TZVPD basis, OMol25).

Summary:
total charge: 0
orbital gap: 10.37 eV
HOMO energy: -0.3810 Eh

The geometry in XYZ format:
```
56
Properties=species:S:1:pos:R:3:forces:R:3
C 0.25307 1.80939 1.87097 -0.3 0.5 0.1
S 1.12446 0.48247 2.61022 -0.6 -0.8 0.9
O 1.46083 0.80256 3.97808 0.2 0.3 -0.4
O 0.34251 -0.73269 2.40411 0.3 0.1 -0.3
B 2.70211 0.13766 1.60984 0.4 1.0 -0.9
O 3.95777 0.48189 2.05401 -0.4 -0.9 0.9
B 4.86169 -0.56557 1.94779 0.2 0.6 -0.8
C 5.93160 -0.88550 3.10348 0.1 0.3 -0.6
F 5.43082 -1.81198 3.91658 -0.4 -0.5 0.4
F 6.26496 0.16589 3.84646 0.1 0.5 0.3
F 7.06393 -1.38226 2.58581 0.4 -0.2 -0.2
O 4.76871 -1.40557 0.84998 -0.5 -0.7 1.1
B 3.43431 -1.71918 0.61145 0.3 0.6 -1.3
P 2.73698 -3.50648 0.76577 0.4 -0.3 0.9
O 3.18118 -3.93013 2.11055 -0.2 0.2 -0.4
O 1.16674 -3.46924 0.55236 0.1 0.0 0.1
O 3.20414 -4.41979 -0.45536 0.1 0.3 -0.1
O 2.56572 -0.63756 0.47607 -0.2 -0.5 1.1
H 0.66749 2.74672 2.24214 0.0 -0.1 -0.2
H -0.78928 1.70970 2.19460 0.2 -0.1 0.0
H 0.30637 1.73658 0.78271 0.0 0.0 0.1
H 0.74873 -3.22716 1.40185 0.0 0.0 -0.3
H 4.17244 -4.36916 -0.53439 -0.3 -0.2 0.0
C -3.09929 0.42210 -2.36924 0.2 0.1 -0.2
C -1.98117 -0.29518 -1.64403 -0.2 -0.2 0.1
O -1.47341 0.69648 -0.73032 0.0 0.1 -0.2
S -2.66547 1.63019 -0.22875 0.1 -0.2 -0.1
O -3.13370 1.17218 1.03022 -0.1 0.1 0.0
O -2.25770 2.98079 -0.40410 0.1 0.0 0.1
O -3.72172 1.22234 -1.34059 0.0 -0.1 0.1
H -2.71735 1.09018 -3.14259 0.0 0.0 0.0
H -3.82161 -0.27153 -2.78333 -0.1 0.2 0.1
H -1.18186 -0.61895 -2.30331 0.1 0.1 0.1
H -2.34842 -1.14461 -1.06625 0.0 0.0 0.0
C -6.00970 -3.66048 -0.93669 -0.2 0.2 0.0
C -6.88117 -4.17634 -2.06489 0.0 -0.3 0.1
O -6.28410 -3.60619 -3.24383 -0.1 0.1 0.1
S -4.70831 -3.50854 -3.05910 0.0 0.0 0.0
O -4.06376 -4.60986 -3.67232 0.1 0.0 0.0
O -4.31166 -2.17737 -3.37193 0.0 -0.2 -0.1
O -4.67900 -3.71050 -1.48104 0.0 -0.1 0.0
H -6.24399 -2.62594 -0.68221 0.0 0.0 0.0
H -6.05415 -4.27789 -0.04461 0.2 -0.1 0.0
H -7.91297 -3.84676 -1.99228 0.0 0.1 -0.1
H -6.84354 -5.26353 -2.14518 0.0 0.0 0.0
C 1.92461 6.10107 -0.65626 0.1 0.1 -0.2
C 2.04685 4.72400 -1.27708 -0.3 -0.1 0.1
O 3.18596 4.15021 -0.61295 0.1 0.1 -0.1
S 3.25514 4.67025 0.89540 -0.1 0.0 -0.1
O 2.64931 3.71054 1.75085 0.2 0.0 0.1
O 4.56136 5.15285 1.14814 0.0 -0.1 0.0
O 2.23612 5.88359 0.72833 -0.1 -0.1 0.0
H 2.65099 6.80060 -1.07248 0.0 0.0 0.0
H 0.92389 6.51534 -0.73674 0.0 0.0 0.2
H 2.23343 4.75179 -2.34640 0.2 0.0 0.0
H 1.16911 4.10856 -1.06953 0.0 0.0 0.0
```
Positions in Å, forces in eV/Å.

***

Record 8
# C8H17Br3O5S2

C8H17Br3O5S2 as an isolated structure (the ωB97M-V functional and the def2-TZVPD basis, OMol25).

Summary:
total charge: 0
orbital gap: 10.25 eV
HOMO energy: -0.3728 Eh

The geometry in XYZ format:
```
35
Properties=species:S:1:pos:R:3:forces:R:3
C 8.54240 5.46876 7.53775 0.5 0.3 -0.4
C 8.85368 4.12178 6.87321 -1.2 0.0 0.3
C 8.55017 4.42988 5.43640 0.8 -1.5 -2.8
S 9.40738 6.00257 5.10044 0.9 -0.8 -0.6
O 8.56957 6.84618 4.27781 0.1 -0.1 0.6
O 10.77286 5.73779 4.66978 -0.8 0.1 0.2
C 9.49929 6.49062 6.85154 -1.6 1.0 -1.0
H 8.70108 5.46718 8.59342 0.1 -0.1 0.8
H 7.46410 5.62208 7.34127 0.6 0.6 0.1
H 8.06293 3.39613 7.17409 1.2 0.0 0.3
H 9.89782 3.85312 7.06177 -0.4 -0.5 -0.1
H 7.48997 4.59991 5.26929 -0.1 0.2 0.2
H 8.81366 3.61208 4.62385 0.0 1.8 1.7
H 9.19144 7.55798 6.82869 -0.1 -0.7 0.4
H 10.55146 6.48324 7.10308 0.1 -0.5 0.4
O 9.02339 3.90669 15.79002 0.6 -0.4 -0.9
S 8.80578 5.30854 15.70370 -1.6 1.6 1.3
O 9.42011 6.20838 14.75519 -0.1 -1.1 0.0
O 7.20886 5.57913 15.70247 1.0 -0.8 -0.9
C 6.39874 5.31378 14.50739 1.1 1.5 -1.6
C 6.28197 3.90629 13.97098 1.5 0.3 0.3
C 9.03779 5.98722 17.31161 1.2 -1.5 1.2
H 6.75347 5.92703 13.60973 -0.3 -0.2 1.6
H 5.51306 5.73625 14.92113 -1.2 0.0 -0.4
H 6.05284 3.30912 14.82877 0.2 -1.1 0.2
H 7.22828 3.62406 13.40381 -1.2 0.0 1.0
H 5.44968 3.86481 13.29230 -0.4 0.1 -0.4
H 10.12646 5.94380 17.52966 -0.6 0.2 -0.3
H 8.55111 5.38605 18.10626 0.1 0.0 -0.8
H 8.65016 6.96115 17.38866 -0.2 1.3 -0.3
C 12.07493 5.47292 13.04942 0.1 -0.2 0.7
Br 13.25363 6.85532 13.69682 -0.1 0.0 -0.1
Br 12.49382 3.80333 13.99607 -0.3 0.5 -0.5
Br 12.09746 5.32764 11.14727 0.1 -0.2 -0.2
H 11.06696 5.75368 13.32145 0.0 -0.1 0.2
```
Positions in Å, forces in eV/Å.

***

| no. | electronic energy (eV) |
| --- | --- |
| 1 | -27394.296 |
| 2 | -14127.737 |
| 3 | -12648.557 |
| 4 | -25530.134 |
| 5 | -16744.253 |
| 6 | -16742.594 |
| 7 | -112338.965 |
| 8 | -250604.953 |